Entry 1:
Formula: C31H50BrFeN3OP2
Source: the OMol25 dataset
Level of theory: the ωB97M-V functional and the def2-TZVPD basis

Last column: Löwdin spin population.
CARTESIAN COORDINATES (ANGSTROEM)
C 0.1552 0.9071 7.4899  0.000
H 3.5043 1.2041 4.6420  0.000
O 1.0869 0.8485 3.5357  0.000
H -0.3385 -2.9673 -1.4914  0.000
C -2.9595 -3.1487 -0.8882  0.000
H 3.0457 -0.4220 -3.6599  0.000
H -0.5213 2.8158 6.7718  0.000
H 0.0149 1.2367 8.5146  0.000
H -2.2342 -3.8080 -0.3823  0.000
H -5.1370 -3.0647 -1.1378  0.000
H 0.0197 1.3954 1.8274  0.000
C -0.6400 -3.3823 -2.4676  0.000
C -2.5894 0.4859 -0.1650  0.016
H 0.2673 3.1254 0.0863  0.000
H -1.1781 5.2834 -7.6757  0.000
H -3.2681 -0.2630 -4.9772  0.005
C 1.6654 -2.5034 0.7793  0.005
N -0.3995 1.4400 5.1938  0.000
H 1.7234 -1.8771 -2.5008  0.000
C 4.2700 -0.4825 0.7340  0.002
H -1.6101 -0.8569 -2.9907  0.006
H 4.9347 0.3156 1.0939  0.000
H 3.2266 -2.2737 -1.6298  0.001
H 2.8855 1.0315 0.0407  0.000
H 3.7486 -3.1278 0.4876  0.000
C 3.0610 0.3723 5.2126  0.000
H -1.6464 0.9817 3.5731  0.000
C -1.6395 0.3806 0.8853  0.037
H -2.2512 2.2256 4.7130  0.000
H 3.6970 0.1249 6.0624  0.000
C -2.6096 -1.3330 -3.1957  0.015
H 3.0077 -0.4893 4.5348  0.000
H 2.5482 -4.1453 -0.3537  0.000
H -0.6089 -5.4274 -1.6617  0.000
C -1.2633 2.2684 -1.1968  0.026
H -0.1590 -0.1442 7.4162  0.000
H 0.6704 -2.9504 0.6428  0.001
Br -1.5991 -1.1787 1.9266  0.010
H 0.8090 -4.9849 -2.6254  0.000
C -0.2797 -4.8700 -2.5494  0.000
H -1.7673 1.5458 6.7296  0.000
Fe -1.6813 0.9586 -3.4646  3.644
C -1.3619 1.8359 4.2073  0.000
C 2.7413 -3.5524 0.5537  0.002
H -3.4367 -0.1846 -0.2181  0.000
H 2.4249 0.2901 1.5779  0.000
H 1.9580 2.0573 7.2954  0.000
H -2.1017 -1.5661 -5.3086  0.001
H 2.7360 -4.2537 1.3946  0.000
C -0.6808 3.9475 -4.5862  0.003
C -0.6549 1.3873 0.9686  0.020
C -2.9595 -1.2827 -4.6880  0.014
C -0.3033 5.1536 -3.9577  0.010
P -2.4437 -3.0693 -2.6628  -0.004
H -4.5822 -3.7050 0.4246  0.000
H 4.3180 -1.2929 1.4712  0.000
P 1.6337 -0.9731 -0.2838  0.030
H -1.0864 3.0791 -6.5516  0.001
C -0.9050 3.9748 -5.9755  0.010
H -3.7832 -1.9729 -4.9189  0.002
C -0.9596 2.7939 -3.7720  0.035
H 2.8363 0.6742 -2.2648  0.000
C 2.5118 -1.4625 -1.8421  0.003
H 4.3051 -0.3507 -2.4109  0.000
H -4.4811 -4.7140 -1.0328  0.000
C -0.9351 2.6316 -2.4886  0.051
C 0.8209 0.9931 4.7458  0.000
H -0.7293 -5.3518 -3.4248  0.000
C -0.3871 6.3406 -4.6810  -0.002
C -0.4918 2.3576 -0.0193  0.001
C -0.9390 5.2258 -6.6139  -0.002
H -3.3090 1.7429 -1.7612  0.006
H 4.6856 -0.8420 -0.2170  0.000
C 1.6079 1.0301 7.0959  0.000
H 1.7082 -2.1311 1.8115  0.000
C -2.4340 1.4372 -1.1801  0.032
H 2.2392 0.3381 7.6602  0.000
H -0.2025 7.3012 -4.1925  0.000
C -0.7000 1.7443 6.5707  0.000
H -2.8474 -2.1391 -0.4663  0.000
H -3.4145 -0.8892 -2.5900  0.004
C 3.2152 -0.3095 -2.5780  0.000
C -4.3749 -3.6895 -0.6558  0.000
H -0.0183 5.2087 -2.9029  0.000
N -0.7018 6.3697 -5.9756  0.010
H -0.9540 2.6180 3.5451  0.000
H -0.1377 -2.8218 -3.2698  0.000
C 2.8590 0.0777 0.5882  0.004
N 1.7553 0.6973 5.7007  0.000

Computed properties:
⟨S²⟩ = 6.0379
Net charge = +2
2S+1 = 5
ΔE to the lowest compared entry with this formula, charge and spin = 3.6173 eV
Total energy = -162463.2977 eV
Orbital gap (spin up / spin down) = 4.78 / 3.62 eV


Entry 2:
Formula: C31H50F30N8O21S10
Source: the OMol25 dataset
Level of theory: the ωB97M-V functional and the def2-TZVPD basis

Last column: Mulliken charge in e.
CARTESIAN COORDINATES (ANGSTROEM)
C 0.5939 5.1826 -3.6843  -1.236
O -3.2567 5.3436 4.9011  -0.657
H 1.3074 -8.9169 -0.8569  0.411
H -2.0660 7.6700 0.9526  0.407
C 2.2198 1.2710 -0.9010  -0.170
C 0.5476 -0.5682 0.9340  0.723
N 2.5763 4.5009 0.0839  -0.318
C 1.1982 -5.3845 0.3407  -0.690
N -1.4776 6.9428 -0.9374  0.573
S -2.8628 -3.3711 2.6692  1.397
F 4.1243 1.6295 4.4706  -0.208
C 0.7394 -8.4399 -3.7151  -1.468
F 0.2397 -6.7163 4.9935  -0.225
F 0.9045 2.6587 2.1002  -0.286
C 0.7890 -8.0050 -1.1642  -0.827
H 0.1872 5.7006 -1.2346  -0.305
F 3.6224 -0.4983 4.1803  -0.247
O 6.2352 0.7948 1.9219  -0.530
H 3.2870 1.3505 -1.1036  0.714
H 0.4724 4.3028 -3.0505  0.076
H -0.5782 -1.3548 -2.1574  -0.295
C 2.5055 -3.2925 -3.5462  0.545
C 0.9910 4.0007 2.1630  0.373
H 2.0941 -5.3361 -0.2865  0.448
O 2.9873 6.8213 -1.0578  -0.670
F -3.2986 -0.5780 -4.9502  -0.246
O -0.3165 -4.6041 2.8940  -0.456
H -1.4808 -6.6567 -1.1573  0.605
H 1.4348 -7.6192 -3.8799  0.301
O 6.1673 -3.4243 2.1018  -0.709
F -5.4812 7.3940 4.2183  -0.216
C 4.1821 0.5897 3.6497  0.624
O 7.0715 -1.6698 0.7253  -0.643
H -0.8972 0.9177 -1.7933  0.183
C -0.9283 -6.3262 -0.2841  -1.591
F -2.6616 -1.5799 -3.1391  -0.178
C -1.1281 7.3938 0.4826  -0.542
F -6.4850 5.8115 3.0129  -0.235
C -0.0621 -5.0507 -0.4781  1.145
C -4.7133 -2.8597 2.9227  0.407
S -3.1762 2.9060 2.7249  1.440
O -1.9122 -3.4505 -5.3911  -0.656
H -0.6500 6.5294 0.9274  0.006
H 2.0962 1.2748 0.1888  -0.327
N -4.4998 3.7057 3.4621  -0.622
C -2.2476 -1.0357 -4.2870  0.629
F -5.0209 -1.7738 2.2195  -0.178
H 0.0108 -8.4478 -4.5208  0.401
F -3.0123 0.3882 2.1801  -0.166
H -1.2680 -9.0349 0.0472  0.409
O 1.5765 2.4245 -1.4153  -0.111
F 4.2507 -0.5460 0.3323  -0.084
F 0.0458 4.5515 1.3969  -0.231
O 3.7034 3.7520 2.1806  -0.588
O -2.8214 3.2178 1.3626  -0.471
S 1.1806 -3.4099 -4.8435  0.972
N 6.2504 -1.3484 3.3903  -0.542
H -4.3005 5.6826 -1.8788  0.412
H -1.3856 5.8545 -3.3383  0.468
H 0.5842 -6.7403 1.9251  0.049
C -0.0400 -8.3825 -2.3728  -0.194
F -0.0116 -4.7358 5.8297  -0.213
C 4.3931 4.6692 -2.0172  0.686
F -1.4471 0.0145 -3.9948  -0.213
F -1.5843 -6.2571 6.0415  -0.241
H 1.3058 -9.3735 -3.6853  0.406
O 4.7811 5.9019 0.2892  -0.610
O 6.8197 0.8776 4.2824  -0.721
H 0.4217 -2.3233 -0.9653  -0.186
F 2.0087 -3.1528 -2.3068  -0.277
N -2.6014 -4.3220 4.0600  -0.744
O 1.7438 -3.1081 -6.1386  -0.685
C -3.8531 6.0922 -0.9733  -0.595
F -4.2024 0.8055 3.9189  -0.238
O -0.9476 -1.5069 -6.5330  -0.659
H -2.0456 8.8644 -1.4596  0.404
S 6.1411 -2.0128 1.7728  1.300
H 0.6431 0.3694 1.4735  -0.367
C -0.2936 -1.5282 -1.1242  0.047
C -3.9282 1.2089 2.6975  0.437
C -0.5458 -8.6123 0.7504  -0.971
S -3.9810 5.1518 3.6689  0.920
H -1.2658 -1.7174 -0.6638  0.361
H -2.1127 5.0985 0.0204  -0.135
F 4.4147 -2.6033 -0.1154  -0.189
F -4.8669 -2.5231 4.1982  -0.223
S 3.6319 5.6447 -0.5383  0.798
C -5.6211 6.0877 3.9956  0.480
O -2.1919 -2.0974 2.7096  -0.534
S -1.4384 -5.2134 3.5766  1.232
H -0.4607 1.6772 -0.1962  -0.048
C -0.2282 6.5918 -1.7136  0.019
H -0.8762 -7.7248 -2.6227  0.238
C -0.7913 0.7843 -0.7172  -0.570
H -0.2173 -1.2473 1.3018  -0.089
H -1.5430 -6.1823 0.6028  0.248
F 3.4522 4.1439 -2.7852  -0.163
H -4.4254 5.8150 -0.0924  0.211
S 6.0372 0.2306 3.2336  0.952
S 2.6876 4.5965 1.6007  0.823
F 3.3179 -2.2563 -3.7751  -0.185
H -4.0172 8.1609 -0.3249  0.325
F 3.5094 0.9240 2.5454  -0.033
C -3.7935 7.5874 -1.2289  -0.850
H -1.0629 -8.2930 1.6529  0.286
N 0.0519 -7.4545 0.0377  0.727
N 0.2445 -0.2689 -0.5150  1.549
H -0.6893 -4.2776 -0.0380  -0.384
H 1.6422 -7.3769 -1.4251  0.468
O 0.6321 -4.7520 -4.6760  -0.585
F 0.7746 4.3156 3.4287  -0.211
H 1.6079 5.5624 -3.5562  0.285
C -2.3823 5.7131 -0.8394  -0.122
H 1.3992 -4.5367 0.9947  0.633
H 0.4995 7.3794 -1.5263  0.664
H -1.7926 0.4844 -0.4082  0.272
N 0.1622 -2.2603 -4.3453  -0.263
C 1.5479 -0.0157 -1.3104  -0.215
H -0.4041 8.1962 0.3656  0.301
H 1.5205 -1.0533 0.9911  -0.466
F 5.2027 5.4869 -2.6911  -0.265
C 4.4259 -1.7462 0.9106  0.286
C -0.6490 -5.7395 5.2250  0.375
C -0.3850 6.2701 -3.2083  -0.634
H -0.1228 7.1682 -3.7679  0.387
H 1.2160 0.1202 -2.3440  0.276
H 0.4609 4.9537 -4.7386  0.469
F -5.4982 -3.8676 2.5971  -0.220
C -2.3837 7.8655 -1.7513  -0.692
F -4.9997 1.1428 1.9036  -0.263
O -3.4400 5.8325 2.5081  -0.449
S -1.1619 -2.2124 -5.3040  0.917
H 0.1457 -9.4339 0.9227  0.336
C 1.0533 -6.7516 0.9461  -0.931
H 2.0697 -0.9614 -1.2291  0.051
H -2.2219 7.8491 -2.8238  0.442
H 1.9652 3.2520 -1.0525  0.060
F 3.1992 -4.4328 -3.5361  -0.201
H -4.5975 7.9491 -1.8729  0.449
H 0.0941 -4.8196 -1.5303  0.159
O 2.6690 5.9732 2.0634  -0.703
H -2.0386 5.0722 -1.6536  0.410
F 5.2022 3.7326 -1.5314  -0.239
H -0.5373 -9.3406 -2.2041  0.347
F 3.4312 -2.0154 1.7347  -0.129
F -6.1734 5.5943 5.1303  -0.241
O -1.8666 -6.5206 3.1020  -0.745
H 1.9448 -7.3749 0.9811  0.453
O -2.7841 -4.1238 1.4306  -0.693
O -2.1373 2.7746 3.7242  -0.706

Computed properties:
Net charge = -2
ΔE to the lowest compared entry with this formula, charge and spin = 0.0000 eV
Total energy = -277748.1824 eV
Orbital gap = 8.24 eV


Entry 3:
Formula: C31H50IrNPSeSi3
Source: the OMol25 dataset
Level of theory: the ωB97M-V functional and the def2-TZVPD basis

Last column: Löwdin spin population.
CARTESIAN COORDINATES (ANGSTROEM)
C -0.9728 2.1123 3.2264  0.007
H 1.3726 -2.1586 -3.1774  0.000
H 0.7124 4.4254 -7.5346  0.006
C -1.7363 3.7149 4.8173  0.001
C 0.2766 2.4720 5.2502  -0.001
Si -1.0802 -2.8687 1.9471  -0.009
C 1.1922 2.5966 -5.3839  -0.003
H -2.4675 4.4366 5.1420  0.000
H -4.1176 -2.4811 -1.8814  -0.001
H -1.6054 3.8493 -1.6492  0.001
H -1.5967 -0.1141 -2.6178  0.000
H -2.5265 -3.1700 -2.1243  0.000
C 2.8676 1.1281 3.7548  -0.002
H 1.3379 -4.6941 -1.6766  -0.001
H -1.0836 1.5808 2.2658  0.005
C 0.5188 -1.7623 -2.6338  0.003
H -4.5113 -0.0277 0.2062  0.000
H 2.9968 2.0483 3.1908  0.000
C 0.5549 -4.3781 -0.9935  -0.010
H 1.3856 -2.5599 2.4955  0.001
H -0.3801 -4.7553 -1.3928  0.000
H -1.7868 1.0348 -1.3017  0.017
C 4.6257 -1.7184 -0.4487  0.000
H -1.6288 -0.8039 3.3440  0.000
H 5.4772 0.1789 0.1248  0.000
C 1.3537 2.2723 -4.0525  0.052
C 0.1046 1.7944 4.0479  0.000
H 0.6081 -3.6438 3.6410  0.000
C -0.6485 3.4293 5.6266  0.001
C 0.6569 -3.3610 2.5957  -0.001
C -2.0726 -4.4601 1.6149  -0.008
H -3.2786 0.2167 1.4203  0.000
H 0.1629 2.8068 -7.9165  0.004
H 1.2875 -0.1903 5.8303  0.001
C 2.5902 1.5295 -3.6507  0.004
C 0.0849 3.3127 -5.8487  0.081
C -2.2189 0.1570 -1.7758  0.019
C -1.9625 -1.8381 3.2992  -0.002
H -2.6776 2.9531 -2.7324  0.003
N 2.2175 -0.5474 0.1754  -0.007
C -0.7988 -1.7594 0.3636  -0.119
C -3.1981 -2.7615 -1.3778  -0.012
H 1.0416 -4.2233 2.0666  0.000
Se 0.5667 2.2987 -1.3008  0.508
H 2.7840 0.7229 -4.3559  0.001
H 0.6133 -0.6810 -2.6259  0.003
H 1.9465 2.2876 -6.0935  -0.001
H 0.7305 -4.8664 -0.0424  0.000
H -1.7966 -2.2869 4.2710  0.000
C 0.3604 2.6724 -3.1261  0.083
P 1.1872 0.4467 3.4909  0.001
H -0.5254 3.9493 6.5627  0.000
C -3.7097 -0.5174 0.7493  0.001
H -1.7711 4.2033 -5.2681  -0.001
H -1.0161 4.0719 -7.5227  0.000
H 0.2157 -1.2720 4.9275  0.000
H -3.4415 -3.5535 -0.6807  0.000
H -1.7348 -4.9943 0.7337  0.000
H -2.3856 4.6581 -3.0166  0.001
C 1.1551 -0.7326 4.8945  0.006
C 2.2273 -1.7891 -0.3204  -0.006
H -3.1880 0.4410 -2.1736  0.001
H 3.4477 2.2024 -3.6815  0.002
C 3.3504 0.1343 0.3220  0.002
C -0.7857 3.3708 -3.5816  0.058
H 1.9738 -1.4397 4.7805  0.000
H 2.5230 1.1111 -2.6459  0.001
H 5.5722 -2.1883 -0.6682  0.000
H 3.6136 0.3983 3.4485  0.000
H 3.4324 -3.4095 -1.0126  0.000
H 1.1218 2.2625 5.8920  0.000
H -3.1353 -4.2726 1.5025  0.000
H -0.3686 -2.0262 -3.1960  0.000
C 4.5824 -0.4105 0.0132  0.000
C -1.9194 3.7343 -2.6837  0.006
C -0.8901 3.6805 -4.9231  -0.004
C 3.4346 -2.4043 -0.6244  -0.002
H -1.9619 -5.1340 2.4600  -0.001
H 3.2705 1.1507 0.6876  0.002
Si -2.4633 -1.2438 -0.4983  -0.005
C -0.0351 3.6707 -7.2839  0.016
H 2.9982 1.3348 4.8169  0.000
Ir 0.2843 -0.1082 1.2749  0.317
C -1.8980 3.0650 3.6043  0.001
Si 0.5058 -2.4824 -0.8637  -0.018
H -3.0338 -1.8241 3.1517  0.000
H -4.1645 -1.2951 1.3478  0.000
H -2.7498 3.2916 2.9817  0.000

Computed properties:
⟨S²⟩ = 1.1644
Net charge = +2
2S+1 = 2
ΔE to the lowest compared entry with this formula, charge and spin = 3.8329 eV
Total energy = -135541.6229 eV
Orbital gap (spin up / spin down) = 4.03 / 5.25 eV


Entry 4:
Formula: C31H50NO8P2
Source: the OMol25 dataset
Level of theory: the ωB97M-V functional and the def2-TZVPD basis

Last column: Mulliken charge in e.
CARTESIAN COORDINATES (ANGSTROEM)
C 0.5566 6.1915 2.3260  -0.137
H -1.4814 1.8413 3.2900  0.475
P 0.9709 0.8154 -4.3541  0.346
H -1.4532 1.7820 -2.2189  0.372
C 0.1760 5.4729 3.6201  -0.911
H -1.6482 0.6028 5.9643  0.402
H 1.0887 2.5564 0.6452  0.635
H 1.3428 8.0401 0.5537  0.310
O -3.1766 -3.0797 -4.4436  -0.322
C 0.8607 -1.1994 1.4167  0.771
C 1.0577 2.5035 -1.8292  -1.675
H 2.5028 8.9653 1.5172  0.370
C 1.5716 8.4036 1.5561  -1.306
H 3.9876 -4.2964 -1.5414  0.495
H -1.0048 -1.3249 4.8275  0.459
H 0.1443 3.2154 5.0681  0.367
C 0.6647 -2.3658 -3.3931  -0.589
C -5.0262 -4.6236 -3.9171  -1.131
C 1.0476 1.4907 0.8008  -1.271
H 1.4936 -4.4212 2.4746  0.425
O 2.4027 1.6252 -4.3316  -0.553
O -1.3846 2.3520 -1.4409  -0.488
H 2.6320 6.7827 2.5053  0.390
C 0.9930 1.0635 2.0691  -1.133
C 0.7398 -0.5579 3.8132  -0.898
H 1.4792 -2.3330 -4.1078  0.667
C 1.0253 0.5624 -0.2639  0.999
O -1.8095 -3.9241 -2.4081  -0.074
H -1.3613 -0.3239 3.4248  0.570
C 0.9579 -0.8152 0.0564  0.347
O 0.9127 -3.0772 -0.7535  -0.434
H 1.1770 -1.5114 4.0683  0.412
H -2.5971 -5.8457 -2.7377  0.319
H -4.5199 -5.1094 -4.7483  0.320
C -0.8477 3.3799 4.6351  -1.073
H -2.5847 2.1240 4.6291  0.573
H 1.0013 1.7544 2.8971  0.790
O -0.3814 4.3595 -1.4051  -0.546
C -0.2970 3.1703 -1.5502  0.687
H 1.3425 0.2009 4.3080  0.729
H -1.6515 4.5623 3.0008  0.386
H -0.3464 6.1641 4.2855  0.352
H 3.1788 -2.9900 -2.3630  0.196
C 2.2176 -3.6525 -0.5477  -0.364
H -0.6533 -6.5726 -0.8934  0.389
C 1.6175 -3.3517 2.3821  -1.172
H -1.4063 3.9624 5.3686  0.544
H -6.0748 -4.4867 -4.1691  0.345
C -0.6838 -2.1778 -4.1326  -0.716
H -0.5056 -2.0966 -5.2034  0.248
H -4.1806 -3.0902 -2.5975  0.184
H -0.0206 1.1522 5.6412  0.458
C 1.6443 7.2461 2.5499  -0.526
H -4.9818 -5.2750 -3.0459  0.315
H 1.1075 5.1879 4.1213  0.333
H -2.5226 -5.2797 -1.0757  0.454
C -0.6503 -6.0217 -1.8335  -0.875
H 2.0629 -4.5846 -0.0093  0.303
O 1.3426 -0.3621 -5.4037  -0.469
C -0.9482 0.8332 5.1631  -0.952
C -1.5324 2.0261 4.3655  -0.738
C 3.0039 -3.9183 -1.8174  -1.242
H -0.4525 -6.7200 -2.6421  0.324
H 0.6812 -3.3562 -2.9574  -0.477
C 0.8820 -1.3232 -2.3244  0.769
H -0.3193 6.6556 1.8687  0.285
H 2.2590 -0.6579 -5.3217  0.364
H 0.1657 -5.3034 -1.7917  -0.075
H 2.5056 -4.6269 -2.4742  0.255
C -0.7175 -0.4175 4.3013  -1.052
C -1.9832 -5.3070 -2.0200  -0.379
C 1.0493 1.0050 -1.6099  -0.141
C 0.9282 -1.7440 -1.0202  -0.005
C 0.6660 -2.6064 1.8400  -0.601
P -1.7556 -3.6062 -3.9671  0.598
H -0.2071 3.6612 2.5748  -0.402
H 0.7793 9.0950 1.8425  0.345
C 0.9968 0.0745 -2.6339  0.871
H 2.5496 -2.9206 2.7269  0.304
H 2.8089 -2.9854 0.0852  0.519
H 1.7669 2.9971 -1.1702  0.522
C -4.3681 -3.2670 -3.6552  -0.112
H -5.0466 -2.4811 -3.9804  0.420
H -0.3222 -3.0211 1.6793  0.353
H 0.9397 5.4371 1.6312  -0.020
H 3.0026 1.2762 -3.6597  0.443
H -1.1884 -1.2545 -3.8413  0.311
N 0.8790 -0.2627 2.3681  0.113
C -0.6822 4.2316 3.3814  0.199
H 1.5460 7.6418 3.5639  0.337
O -1.2508 -4.7364 -4.7634  -0.744
H 1.3159 2.8007 -2.8386  0.536

Computed properties:
Net charge = +1
ΔE to the lowest compared entry with this formula, charge and spin = 0.0000 eV
Total energy = -69402.4470 eV
Orbital gap = 7.75 eV


- The lowest net charge belongs to which entry?
  C31H50F30N8O21S10